204
Properties=species:S:1:pos:R:3:mulliken_charge:R:1 method="wB97M-V/def2-TZVPD" total_charge=0 energy_ev=-99535.010 gap_ev=8.81 smiles=COC[C@H](C)N.COC[C@H](C)N.COC[C@H](C)N.COC[C@H](C)N.COC[C@H](C)N.COC[C@H](C)N.COC[C@H](C)N.COC[C@H](C)N.COCCNCCOC.COCCNCCOC.OCCO.OCCO e_homo_ev=-8.383 lumo_energy_ev=0.42
C -0.82336 -4.96780 1.82176 -0.593
O 0.04534 -5.02605 2.86543 -0.515
C 0.45517 -3.75211 3.32311 0.736
C 1.38703 -4.00980 4.57273 -0.060
C 0.58477 -4.56568 5.75253 -1.306
N 2.08689 -2.78157 4.97065 -0.098
H -1.81895 -4.74517 2.13569 0.344
H -0.78533 -5.98342 1.49057 0.339
H -0.41322 -4.33417 0.99835 0.109
H 1.07268 -3.24734 2.55504 -0.517
H -0.47562 -3.14305 3.53270 0.104
H 2.10798 -4.73663 4.27487 0.333
H -0.11681 -5.34857 5.55202 0.366
H -0.03047 -3.68289 6.12264 0.127
H 1.21045 -4.78917 6.60175 0.394
H 3.03344 -2.98011 5.23032 -0.076
H 1.64685 -2.43862 5.82710 0.371
C 4.02724 -2.71885 1.87219 0.173
O 3.53714 -2.81088 0.50052 0.164
C 4.61684 -3.11214 -0.31506 -1.043
C 4.18843 -2.89446 -1.76897 2.720
C 3.24733 -3.96337 -2.23758 -1.531
N 5.36178 -2.80647 -2.69563 -0.723
H 4.46392 -1.67915 1.88410 0.041
H 4.82797 -3.43078 2.05871 0.453
H 3.26589 -2.91257 2.63267 -0.779
H 5.36880 -2.32578 -0.04255 0.376
H 5.10958 -4.08559 -0.13948 0.271
H 3.77127 -1.94122 -1.89392 -1.522
H 2.23998 -3.86437 -1.74186 0.218
H 3.60047 -4.94859 -1.89179 0.408
H 3.07609 -3.90397 -3.33487 0.400
H 6.08415 -2.26878 -2.18061 0.241
H 5.70745 -3.74657 -2.81631 0.259
C 5.94687 -2.22983 5.92654 -0.898
O 4.82120 -1.50971 5.37504 -0.086
C 5.11168 -0.20376 4.94319 -1.439
C 3.91624 0.51008 4.33295 1.803
C 4.30997 1.95950 4.03172 -1.528
N 2.65399 0.45067 5.14069 -0.121
H 6.47266 -1.57444 6.67487 0.298
H 6.56273 -2.51957 5.07928 0.325
H 5.52164 -3.08014 6.37861 0.256
H 5.38140 0.36313 5.83399 0.532
H 5.96544 -0.16159 4.31300 0.589
H 3.72755 -0.04064 3.39912 -0.917
H 3.51564 2.51694 3.57802 0.146
H 5.26109 1.97020 3.46050 0.365
H 4.40002 2.52249 4.99612 0.463
H 2.13717 -0.41646 5.09520 0.026
H 2.85058 0.80316 6.09148 0.276
C -2.69610 -0.50368 0.88714 0.355
O -3.69573 -1.52260 0.71387 -0.287
C -4.97405 -1.00168 0.28996 0.222
C -5.87644 -0.79035 1.49597 0.376
C -7.33550 -0.41398 1.16953 -1.581
N -5.25554 0.11529 2.48518 -0.332
H -2.67868 -0.21973 1.94607 0.448
H -2.95004 0.37107 0.25909 -0.250
H -1.81365 -1.02286 0.54775 -0.406
H -4.87395 0.05501 -0.18189 -0.113
H -5.30148 -1.72781 -0.48606 -0.111
H -5.95554 -1.78345 1.97414 0.185
H -7.30161 0.57757 0.67118 0.255
H -7.93319 -0.43419 2.08249 0.420
H -7.67684 -1.12326 0.47736 0.433
H -5.13991 -0.32462 3.35582 0.081
H -5.90817 0.84475 2.68502 0.246
C -2.42223 2.59955 -6.32004 -0.502
O -1.19597 3.39354 -6.24063 -0.369
C -0.13087 2.45775 -6.48130 -0.471
C 1.11570 3.23554 -6.67197 0.440
C 1.61574 3.93988 -5.34607 -1.053
N 1.01219 4.12999 -7.78303 -0.749
H -2.48831 1.80234 -5.46337 0.030
H -2.46516 2.17474 -7.32927 0.358
H -3.28132 3.26462 -6.16797 0.256
H -0.11606 1.78289 -5.61947 -0.019
H -0.44228 1.97728 -7.39757 0.721
H 1.92306 2.55639 -6.95680 0.073
H 0.99881 4.79578 -5.07323 0.352
H 2.61582 4.30998 -5.45166 0.559
H 1.85466 3.14564 -4.61369 -0.089
H 1.79945 4.70053 -8.00981 0.228
H 0.21151 4.77919 -7.75285 0.250
C -5.45115 3.46083 -0.45999 -0.407
O -4.34347 3.88712 -1.23870 -0.382
C -3.11757 3.71763 -0.49527 0.108
C -1.86886 4.15745 -1.28474 0.309
C -1.60912 3.14310 -2.44041 -0.912
N -0.74180 4.17983 -0.34188 0.225
H -5.78332 4.28722 0.21806 0.293
H -5.13850 2.59131 0.15778 0.021
H -6.27946 3.07947 -1.10860 0.266
H -3.11027 4.37049 0.38811 0.417
H -3.12656 2.68013 -0.17172 -0.570
H -2.02372 5.12371 -1.74429 0.765
H -1.39643 2.15098 -2.09001 -0.106
H -0.77120 3.41785 -3.11090 0.125
H -2.52268 3.07992 -2.96669 0.596
H 0.02130 4.40820 -0.92955 0.052
H -0.58118 3.21387 -0.11828 -0.547
C -0.18954 1.29536 7.19434 -0.800
O -1.36988 0.76857 6.57571 -0.058
C -2.25320 0.18290 7.48256 -0.852
C -3.37543 -0.37863 6.60239 0.347
C -3.00609 -1.70863 6.02186 -1.090
N -3.76891 0.58931 5.55796 -0.592
H 0.41443 1.66384 6.37681 0.092
H 0.41848 0.59665 7.78290 0.309
H -0.37661 2.19517 7.78082 0.360
H -1.83258 -0.57454 8.15270 0.371
H -2.68135 0.93689 8.18090 0.356
H -4.20340 -0.41042 7.31826 0.331
H -3.82637 -2.05406 5.38011 0.374
H -2.95150 -2.34754 6.91382 0.429
H -2.10142 -1.67515 5.39253 -0.014
H -3.00990 0.72940 4.84038 0.100
H -3.85682 1.49470 5.98379 0.305
C 2.56530 4.48797 -1.29481 -0.482
O 2.40396 5.42256 -0.27475 -0.466
C 2.44154 4.92034 1.03378 0.929
C 2.02675 6.11924 1.80120 -0.034
C 2.03436 6.00975 3.33211 -1.354
N 0.65870 6.61358 1.46281 -0.651
H 2.06043 4.73577 -2.25656 0.259
H 2.11583 3.48108 -1.09226 -0.045
H 3.64268 4.39106 -1.52376 0.310
H 1.72402 4.07390 1.10376 -0.702
H 3.44424 4.60109 1.34006 0.479
H 2.76957 6.89973 1.50618 0.303
H 1.34018 5.29304 3.74735 0.220
H 1.63259 6.93708 3.82963 0.371
H 3.07901 5.88134 3.74557 0.329
H 0.58294 7.19804 0.64491 0.285
H -0.00788 5.84772 1.42018 0.172
C -0.02150 2.04906 2.28795 -0.787
O -0.17243 1.19731 1.15613 0.567
C 0.86687 0.14266 1.06625 -1.175
C 0.78196 -0.57875 -0.30798 0.262
N 1.39746 0.17204 -1.40831 1.138
C 1.25351 -0.54765 -2.61518 0.320
C -0.18513 -1.05495 -2.90525 -1.682
O -1.16856 -0.05152 -2.75987 0.546
C -2.43231 -0.74713 -2.74064 -1.193
H -0.28740 1.55922 3.25246 0.186
H -0.68369 2.89565 2.13181 0.319
H 0.99362 2.41830 2.32028 -0.046
H 0.73417 -0.48056 1.90389 0.773
H 1.82973 0.65724 1.11489 0.002
H -0.29898 -0.71977 -0.51764 -1.199
H 1.33201 -1.53791 -0.24507 0.272
H 0.82001 0.97829 -1.59337 -0.263
H 1.89038 -1.45231 -2.55651 -0.677
H 1.66290 0.02082 -3.39295 0.630
H -0.41720 -1.95165 -2.29341 0.124
H -0.05481 -1.42874 -3.92552 0.637
H -3.18005 0.05778 -2.71670 0.327
H -2.54609 -1.39813 -1.87599 0.203
H -2.62465 -1.41025 -3.62876 0.386
C -7.60273 -1.31900 -2.59876 -0.820
O -6.62929 -2.33263 -2.55854 -0.088
C -7.12343 -3.49740 -3.19569 -0.618
C -6.26557 -4.68890 -2.88685 -0.769
N -5.00616 -4.80781 -3.63874 -0.310
C -3.87693 -4.13944 -2.95552 -0.535
C -2.58567 -4.42685 -3.68622 -0.361
O -2.62684 -3.88778 -4.96561 -0.309
C -1.47736 -4.06984 -5.77065 -0.732
H -7.28783 -0.56565 -1.86532 0.061
H -8.60449 -1.67030 -2.31205 0.398
H -7.76130 -0.89695 -3.59395 0.319
H -7.19810 -3.35257 -4.30705 0.372
H -8.19810 -3.67197 -2.93510 0.447
H -6.93202 -5.61346 -2.97298 0.306
H -6.11974 -4.61497 -1.80879 0.292
H -5.16358 -4.39982 -4.56389 0.270
H -3.73508 -4.51350 -1.95536 0.354
H -4.03716 -3.06082 -2.86715 0.307
H -2.48642 -5.54703 -3.71482 0.509
H -1.68268 -4.03814 -3.12338 0.097
H -0.65299 -3.72505 -5.18754 0.256
H -1.63303 -3.48354 -6.69731 0.214
H -1.45471 -5.12870 -6.05532 0.317
O 3.96844 -1.15725 -4.79154 -0.297
C 4.53679 -0.36753 -5.81639 -0.714
C 4.53159 1.10394 -5.44479 0.631
O 5.43370 1.36037 -4.40930 -0.683
H 4.67615 -1.63166 -4.31403 0.153
H 5.48663 -0.82929 -6.11749 0.359
H 4.00802 -0.50401 -6.78252 0.336
H 3.49544 1.37737 -5.21025 -0.546
H 4.78629 1.72461 -6.36972 0.315
H 4.91889 1.67082 -3.56030 0.318
O 3.82490 1.66941 -2.09126 -0.022
C 4.94901 1.02605 -1.45878 -0.971
C 4.78735 0.83641 0.09852 0.892
O 5.94349 0.27478 0.68981 -0.535
H 3.04298 1.10595 -1.83428 0.113
H 5.09233 0.00329 -1.77735 0.247
H 5.75411 1.68508 -1.74747 0.709
H 3.96053 0.11259 0.28765 -0.654
H 4.54314 1.79683 0.59464 -0.028
H 6.75624 0.68369 0.33377 0.356

24
Properties=species:S:1:pos:R:3:mulliken_charge:R:1 method="wB97M-V/def2-TZVPD" total_charge=+2 energy_ev=-52955.348 relative_energy_kj_mol=21.4 gap_ev=0.89 e_homo_ev=-14.967 lumo_energy_ev=-14.08
Al 0.60720 0.04202 2.64940 1.000
C 1.77542 -0.66626 11.73592 0.697
F 1.36691 -1.96442 11.65564 -0.161
F 0.67083 0.11748 11.68766 -0.159
F 2.46245 -0.46570 12.89211 -0.156
S 2.99450 -0.21611 10.27356 1.084
O 3.99031 -1.29067 10.25969 -0.246
O 2.22506 -0.11566 8.99783 -0.257
O 3.52021 1.11994 10.69036 -0.218
O -1.29937 1.13210 -3.68460 -0.537
S -1.55781 1.64394 -5.01595 1.144
O -1.83403 3.04759 -5.31688 -0.501
O -0.38769 1.09852 -6.06761 -0.264
C -0.02561 -0.29056 -6.15920 -0.354
C -0.37548 -0.98571 -7.46764 -0.928
C -3.01736 0.77337 -5.59478 -0.876
H -0.42497 -0.78355 -5.27287 0.364
H 1.01395 -0.38082 -5.84416 0.382
H -0.33653 -2.07146 -7.37964 0.345
H 0.13707 -0.65961 -8.37266 0.330
H -1.42786 -0.80134 -7.68350 0.270
H -3.32903 1.04004 -6.60466 0.355
H -3.77633 0.99087 -4.84327 0.346
H -2.97183 -0.31402 -5.53477 0.339

18
Properties=species:S:1:pos:R:3:mulliken_charge:R:1 method="wB97M-V/def2-TZVPD" total_charge=0 energy_ev=-12514.652 relative_energy_kj_mol=466.9 gap_ev=9.40 smiles="CC=C=C/C=C1/O[C@]12CO2" e_homo_ev=-8.614 lumo_energy_ev=0.79
C 2.17275 1.17566 -0.06132 -1.157
C 1.71727 -0.06679 0.68594 -0.236
C 0.62393 -0.33513 1.27153 0.319
C -0.39618 -0.70641 1.96631 -0.422
C -1.70256 -1.12397 1.37379 -0.880
C -1.93535 -0.72939 0.12432 0.266
O -2.84995 -0.71545 -0.89134 -0.525
C -1.60457 -0.06938 -1.01009 0.943
C -0.64329 -0.00074 -2.07490 -0.117
O -1.27620 1.14241 -1.48771 -0.444
H 2.27886 1.02614 -1.12803 0.324
H 3.20313 1.38417 0.18411 0.434
H 1.58255 2.05865 0.25408 0.289
H 2.47370 -0.84066 0.56091 0.264
H -0.52222 -0.36071 3.05123 0.249
H -2.49814 -1.61565 1.88942 0.391
H -0.99438 -0.09409 -3.07308 0.314
H 0.37066 -0.12863 -1.63518 -0.014

12
Properties=species:S:1:pos:R:3:mulliken_charge:R:1 method="wB97M-V/def2-TZVPD" total_charge=0 energy_ev=-6758.055 relative_energy_kj_mol=453.0 gap_ev=10.01 smiles=OC[C@@H]1CN1 e_homo_ev=-9.464 lumo_energy_ev=0.54
O 1.52487 -0.79897 0.25276 -0.561
C 0.93764 0.45352 -0.16450 -0.745
C -0.44265 0.51926 -0.14384 0.052
C -1.36339 -0.23868 0.61277 -0.261
N -1.22251 -0.74434 -0.78728 -0.673
H 2.52307 -0.70627 -0.25123 0.354
H 1.29949 0.67928 -0.99779 0.530
H 1.14427 1.26863 0.51449 0.261
H -0.65975 1.44586 -0.76137 0.287
H -0.90985 -0.77806 1.42077 0.230
H -2.24942 0.32036 1.15063 0.250
H -0.58177 -1.42057 -0.84541 0.277

13
Properties=species:S:1:pos:R:3:mulliken_charge:R:1 method="wB97M-V/def2-TZVPD" total_charge=0 energy_ev=-14544.083 relative_energy_kj_mol=116.8 gap_ev=9.56 smiles=CSC.N e_homo_ev=-8.598 lumo_energy_ev=0.96
C 1.43413 -0.85534 0.61792 -0.845
S -0.21818 -0.65599 -0.02201 -0.061
C 0.19464 -0.95995 -1.83279 -0.774
H 1.98680 0.09932 0.62723 0.272
H 2.18699 -1.60123 0.22908 0.352
H 1.17234 -1.15098 1.63486 0.256
H -0.80473 -1.40233 -2.19847 0.252
H -0.06767 -0.07405 -2.47614 0.265
H 1.19346 -1.36795 -2.00825 0.263
N -2.02574 2.04441 1.32468 -0.667
H -1.73975 1.05757 1.41300 0.227
H -1.84139 2.59483 2.12739 0.211
H -1.47090 2.27169 0.56349 0.250

62
Properties=species:S:1:pos:R:3:mulliken_charge:R:1 method="wB97M-V/def2-TZVPD" total_charge=0 energy_ev=-33422.809 relative_energy_kj_mol=108.4 gap_ev=7.71 smiles="CN(C)c1ccc(NC(=O)CN2CCC(NC(=O)C3CCCCC3)CC2)cc1" e_homo_ev=-7.136 lumo_energy_ev=0.58
C -0.14773 -3.58187 8.57875 -1.028
N -0.83194 -3.91351 7.35008 0.000
C -2.00928 -4.71705 7.56528 -1.261
C -0.79094 -3.03887 6.27346 0.711
C 0.41234 -2.42439 5.90502 -0.599
C 0.49693 -1.59175 4.81049 -0.633
C -0.62563 -1.34903 4.02395 0.547
N -0.60754 -0.51040 2.90578 -0.067
C 0.42280 0.16216 2.34295 0.313
O 1.57070 0.17189 2.73362 -0.688
C -0.03224 0.98341 1.13065 -0.501
N -1.20639 0.39507 0.50766 0.169
C -2.05363 1.33082 -0.20594 -1.345
C -1.46047 1.80406 -1.53633 -0.544
C -1.18014 0.59014 -2.42595 -0.281
N -0.59927 0.98981 -3.70161 -0.073
C 0.56947 1.65943 -3.82943 0.205
O 1.24954 1.99933 -2.88288 -0.676
C 0.97410 1.95790 -5.26734 0.553
C 2.28842 1.23106 -5.57040 -0.953
C 2.78916 1.57445 -6.96917 -0.730
C 2.97898 3.08092 -7.11394 -0.617
C 1.67002 3.80901 -6.82590 -0.722
C 1.16481 3.46901 -5.42803 -0.949
C -0.26673 -0.38399 -1.67665 -0.621
C -0.89098 -0.75355 -0.32610 -1.195
C -1.82335 -1.96724 4.36619 -0.977
C -1.90824 -2.79295 5.46907 -0.238
H 0.32195 -4.47761 8.99322 0.294
H -0.84954 -3.18449 9.32451 0.303
H 0.61883 -2.83366 8.40580 0.352
H -2.85308 -4.14471 7.97687 0.393
H -2.31559 -5.18232 6.62985 0.406
H -1.75772 -5.50765 8.27319 0.321
H 1.30952 -2.61562 6.47313 0.361
H 1.43501 -1.13147 4.54914 0.512
H -1.48360 -0.41397 2.40146 0.162
H 0.82676 1.10151 0.45870 0.145
H -0.29237 1.97729 1.50692 0.586
H -2.25246 2.18657 0.44323 0.503
H -3.00636 0.82227 -0.39677 0.393
H -2.15482 2.48282 -2.03492 0.417
H -0.52443 2.33387 -1.36154 0.294
H -2.12896 0.08895 -2.65517 0.537
H -1.09617 0.72995 -4.53695 0.322
H 0.19977 1.61300 -5.96152 0.167
H 3.02726 1.53353 -4.82618 0.324
H 2.14134 0.15179 -5.47860 0.373
H 3.73301 1.05889 -7.15694 0.348
H 2.06524 1.22692 -7.71105 0.343
H 3.74163 3.41759 -6.40884 0.325
H 3.32417 3.31849 -8.12244 0.327
H 1.81609 4.88770 -6.90988 0.348
H 0.92080 3.51491 -7.56579 0.343
H 1.88415 3.80479 -4.67911 0.320
H 0.21779 3.98023 -5.23676 0.374
H -0.11303 -1.28752 -2.26930 0.401
H 0.70119 0.09389 -1.52789 0.299
H -0.21411 -1.40659 0.22891 0.401
H -1.82710 -1.29751 -0.49862 0.457
H -2.70498 -1.79092 3.76458 0.343
H -2.86293 -3.23479 5.70552 0.408

6
Properties=species:S:1:pos:R:3:mulliken_charge:R:1 method="wB97M-V/def2-TZVPD" total_charge=0 energy_ev=-35002.568 relative_energy_kj_mol=358.3 gap_ev=10.75 smiles="O=[SiH]Cl.Cl" e_homo_ev=-11.004 lumo_energy_ev=-0.26
O -0.00499 1.16729 -1.63073 -0.409
Si -0.79598 0.83149 -0.41038 0.609
Cl -0.16644 1.29525 1.53892 -0.188
H -2.20904 0.31880 -0.60202 -0.025
Cl 1.12195 -1.51858 0.56546 -0.159
H 2.05450 -2.09425 0.53874 0.173

15
Properties=species:S:1:pos:R:3:mulliken_charge:R:1 method="wB97M-V/def2-TZVPD" total_charge=0 energy_ev=-15626.116 relative_energy_kj_mol=339.4 gap_ev="6.91 / 6.93" e_homo_ev="-7.363 / -7.401" lumo_energy_ev="-0.45 / -0.47"
C 0.74718 -0.53681 3.53598 -0.587
C 0.25352 0.24242 2.57358 -0.395
C -0.42599 0.60668 -2.91509 -0.912
C 0.22845 -0.31189 -1.80116 -0.202
O -0.79253 -0.70173 -0.88687 -0.220
P -1.64135 0.19654 0.12049 -0.031
H 1.71233 -1.00471 3.70890 0.261
H 0.15727 -0.80284 4.41297 0.196
H -0.88853 0.44676 2.53799 0.131
H 0.76818 0.70133 1.81214 0.353
H -1.05503 -0.10547 -3.51887 0.249
H -1.09682 1.25512 -2.43873 0.334
H 0.46348 1.01041 -3.57505 0.288
H 1.02896 0.27725 -1.33643 0.240
H 0.54089 -1.27305 -2.22984 0.295